C40H115N5O25 | the ωB97M-V functional and the def2-TZVPD basis

Structure (XYZ):
```
185
Properties=species:S:1:pos:R:3:forces:R:3:lowdin_charge:R:1
C 19.18496 17.07670 16.75346 -1.25 -1.03 1.48 -0.038
C 18.16493 17.65060 17.83789 -0.80 -1.65 -1.67 -0.425
C 18.91056 18.08829 19.05064 -0.42 0.41 0.84 -0.197
O 17.99100 18.54484 20.06191 -0.37 0.12 0.07 -0.244
C 18.27071 18.43339 21.46977 0.33 0.76 -0.38 -0.079
N 17.41218 18.77845 17.27113 0.50 1.63 -0.36 0.029
H 18.67135 16.70348 15.85659 -0.05 0.26 0.33 0.056
H 19.75221 16.21363 17.18582 -0.48 0.67 -0.27 0.095
H 19.88431 17.82129 16.48002 0.82 0.93 -0.36 0.054
H 17.42573 16.78197 18.01661 1.03 1.36 0.18 0.138
H 19.52119 18.93885 18.70202 0.27 -0.28 0.51 0.138
H 19.47738 17.26774 19.43758 0.75 -0.41 0.34 0.119
H 19.37253 18.49004 21.68047 -1.00 -0.05 -0.11 0.101
H 17.82468 17.52766 21.89725 0.30 -0.07 -0.20 0.084
H 17.73610 19.29955 21.94280 0.71 -0.67 -0.29 0.095
H 17.04134 19.42096 18.01404 0.44 -1.04 -0.71 0.077
H 18.09516 19.38103 16.73411 -1.04 -0.86 0.66 0.100
C 19.86373 11.74334 14.65339 -0.50 -2.19 0.17 -0.057
C 19.19203 12.64172 13.67046 0.16 0.75 0.76 -0.431
C 17.80062 12.19538 13.42169 -0.84 -0.70 -0.11 -0.238
O 17.23395 13.05350 12.49066 -0.83 1.10 -0.88 -0.185
C 16.21311 12.48294 11.68071 0.74 0.61 0.26 -0.069
N 19.05075 13.94857 14.31663 -0.13 0.35 0.27 0.066
H 20.68383 12.27588 15.05636 1.13 0.26 0.49 0.060
H 20.20745 10.78632 14.17175 -0.19 0.83 0.51 0.100
H 19.18541 11.47048 15.51299 0.55 0.31 -0.90 0.090
H 19.76613 12.75588 12.72874 -0.33 -0.41 0.26 0.148
H 17.19336 12.07972 14.34887 0.34 0.53 -0.17 0.140
H 17.77180 11.23110 12.98074 0.39 -1.46 -0.38 0.107
H 15.97382 13.22120 10.90162 0.37 -0.60 0.05 0.073
H 15.31850 12.34429 12.25655 -0.69 -0.28 0.46 0.061
H 16.56117 11.51336 11.31173 -0.17 0.10 -0.38 0.096
H 18.32154 14.41883 13.80678 -0.22 0.68 -0.28 0.048
H 19.88675 14.51205 14.18483 -0.04 -0.25 0.11 0.074
C 11.85534 21.22298 15.12904 0.65 -1.30 -0.56 -0.091
C 11.73988 22.27369 14.08321 2.18 -0.78 0.50 -0.452
C 10.40436 22.87925 14.20999 -1.31 1.05 1.05 -0.230
O 10.30759 24.03891 13.43916 -0.44 0.75 0.15 -0.159
C 10.57001 23.76990 12.11591 0.44 -2.36 -1.77 -0.145
N 12.98292 23.14627 14.33547 -1.84 1.00 0.13 0.050
H 11.00803 20.54249 14.93670 0.76 -0.44 0.48 0.088
H 11.73720 21.66608 16.08607 -0.18 0.25 1.13 0.068
H 12.90516 20.80149 15.08018 -1.52 -0.16 0.16 0.094
H 11.79170 21.68225 13.14006 0.43 1.02 0.10 0.127
H 10.14674 23.17506 15.26336 0.50 -0.16 -0.79 0.153
H 9.60323 22.17494 13.91362 0.39 -0.08 -0.06 0.141
H 11.63707 23.57442 11.86365 -0.30 0.57 0.37 0.093
H 10.17818 24.52385 11.48388 -0.24 1.03 -0.39 0.076
H 10.10011 22.79692 11.73273 0.08 0.97 0.73 0.108
H 12.80084 24.15847 14.08604 0.15 -1.53 0.24 0.109
H 13.10388 23.13802 15.37914 -0.01 0.12 -1.41 0.099
C 14.83034 15.58690 11.02118 0.26 -0.80 1.14 -0.075
C 13.72656 16.61539 10.79940 0.02 -0.53 -1.27 -0.400
C 14.39066 17.72671 10.00965 2.19 -0.55 -0.89 -0.243
O 13.64877 18.83514 9.65568 -0.90 0.16 -0.20 -0.237
C 14.39340 19.73222 8.85199 -2.21 2.26 1.12 -0.081
N 12.61745 15.94466 10.08850 -0.69 0.75 0.44 0.054
H 15.36950 15.35914 10.06750 0.01 0.57 0.84 0.094
H 14.47543 14.57213 11.35670 -0.23 1.20 -0.16 0.071
H 15.43773 15.97912 11.88514 0.13 -0.57 -1.24 0.089
H 13.44418 17.05011 11.76511 -0.54 -0.29 -0.12 0.129
H 14.84004 17.31965 9.02684 -0.39 0.13 1.38 0.156
H 15.20326 18.11714 10.65316 0.21 -0.48 -0.27 0.117
H 14.53911 19.41251 7.84078 -0.05 -0.48 -0.64 0.080
H 15.33827 20.06343 9.27365 0.24 -0.32 0.39 0.089
H 13.68688 20.62246 8.91700 1.24 -0.68 -0.76 0.122
H 12.94433 15.40040 9.28423 -0.06 0.46 0.37 0.106
H 11.88763 16.62750 9.80764 0.68 -0.63 0.11 0.079
C 12.84886 17.47108 15.29801 -0.56 0.22 -0.36 -0.045
C 13.93430 16.47900 15.68341 -0.93 0.04 -2.32 -0.376
C 13.93047 15.29398 14.64922 -0.20 2.00 1.07 -0.170
O 12.80671 14.48989 14.82049 -0.45 -0.92 -0.25 -0.216
C 13.02327 13.22116 14.21578 -0.98 -1.53 1.00 -0.079
N 15.18839 17.17463 15.44038 1.08 -1.04 0.79 0.057
H 13.14331 17.98096 14.35894 -0.24 -0.46 0.22 0.070
H 12.76780 18.26159 16.03530 -0.06 0.17 0.31 0.059
H 11.85508 17.00125 15.19887 0.31 0.11 0.00 0.075
H 13.70410 16.14993 16.69088 0.46 -0.39 0.39 0.129
H 14.85460 14.74978 14.80809 0.21 -0.35 -0.40 0.110
H 13.82381 15.76697 13.66520 0.69 -0.10 -0.10 0.118
H 12.13858 12.54845 14.40990 0.74 0.95 -0.23 0.101
H 13.86309 12.75442 14.72441 0.27 -0.15 -0.04 0.076
H 13.21082 13.20040 13.14662 -0.09 0.66 -0.28 0.068
H 15.35511 17.84200 16.17525 0.22 0.39 0.38 0.058
H 15.95993 16.48560 15.52599 -0.39 0.59 0.00 0.078
C 10.10446 18.88944 11.34138 0.87 -1.12 1.03 -0.207
C 10.63962 18.58350 12.74287 2.48 1.35 0.03 -0.268
O 9.58804 18.62219 13.63386 -0.65 -0.11 2.01 -0.086
O 10.93320 18.38884 10.32318 -0.42 -0.29 -0.27 -0.058
H 9.86091 19.91073 11.24202 -0.05 1.45 -0.25 0.105
H 9.17148 18.36936 11.30674 -0.73 -0.51 -0.42 0.108
H 11.49976 19.30291 13.07394 -1.35 -0.80 -0.71 0.124
H 11.12312 17.61744 12.78437 0.12 -0.63 -0.44 0.096
H 9.86842 18.23936 14.51778 -0.55 0.52 -1.20 0.099
H 11.71572 18.91911 10.15451 0.34 0.31 0.14 0.065
C 12.04794 10.68939 11.43767 1.57 -0.71 1.26 -0.226
C 12.12705 9.18618 11.81018 -2.39 0.20 -0.09 -0.251
O 12.73145 8.67741 12.97590 1.10 1.50 0.82 -0.077
O 11.12283 11.40337 12.26322 0.59 -0.65 -0.58 -0.090
H 11.80779 10.69566 10.38292 -0.45 0.21 -0.33 0.109
H 13.09502 11.08834 11.51310 -0.67 0.14 0.09 0.116
H 12.48213 8.62094 10.95935 0.51 -0.01 -0.19 0.110
H 11.07433 8.88843 11.92362 -0.17 0.09 -0.41 0.115
H 12.79895 9.38578 13.65862 -0.12 -0.83 -0.70 0.084
H 11.14666 12.33294 11.96485 0.10 -0.07 0.00 0.027
C 19.80191 15.68033 11.59585 -1.63 0.20 0.76 -0.208
C 18.46130 16.53514 11.57802 2.29 -0.36 0.16 -0.202
O 17.98809 16.69163 12.92639 -0.11 -0.08 -1.65 -0.104
O 20.60494 15.98768 12.73417 0.00 0.18 -0.31 -0.089
H 20.37744 15.90400 10.70268 0.05 -0.13 -0.09 0.113
H 19.50711 14.62044 11.63390 0.24 0.17 -0.18 0.088
H 17.73754 16.05613 10.91112 -0.03 0.00 0.19 0.100
H 18.77178 17.50574 11.15259 -0.47 -0.03 0.21 0.118
H 17.23726 17.29835 12.75813 -0.12 0.15 1.16 0.040
H 20.00863 16.30810 13.42388 -0.11 0.21 -0.18 0.054
C 15.86949 19.90693 12.89831 0.81 -1.25 1.97 -0.200
C 14.46525 20.36499 12.64400 1.28 0.46 -1.38 -0.255
O 14.53825 21.75423 12.39504 -0.71 0.36 0.19 -0.079
O 15.90534 18.48096 13.14704 -0.18 0.70 -0.11 -0.138
H 16.31346 20.42923 13.78650 -0.45 -0.18 -0.66 0.138
H 16.55643 20.02522 12.09993 0.35 0.66 -1.08 0.105
H 13.89116 20.04893 13.48430 -0.83 0.06 0.65 0.079
H 14.12411 19.86409 11.73254 -0.36 -0.06 0.20 0.103
H 13.99978 22.26803 13.04084 0.41 -0.23 -0.01 0.029
H 15.65698 18.32029 14.08488 -0.17 -0.67 -0.27 0.042
C 15.19024 13.41158 17.49253 0.77 -1.15 -2.19 -0.143
C 16.61086 13.97074 17.36399 -0.16 -2.17 1.24 -0.249
O 16.80540 14.62700 16.16186 0.73 0.00 -0.95 -0.097
O 15.06187 12.12987 16.75088 1.61 1.98 0.16 -0.102
H 14.56114 14.21962 17.12460 -0.52 -0.31 -0.34 0.098
H 14.90950 13.18452 18.47472 -0.12 -0.04 1.73 0.104
H 17.37523 13.14252 17.53941 -0.84 0.96 -0.24 0.150
H 16.66325 14.65097 18.20313 0.43 0.52 0.35 0.096
H 17.60647 14.25966 15.71910 -0.27 0.30 0.06 0.061
H 14.16666 11.82502 16.80418 -1.34 -0.20 0.21 0.017
C 8.91826 15.85051 16.80336 1.69 -0.21 0.75 -0.218
C 9.54991 14.47449 16.62948 -0.99 -0.45 -2.97 -0.242
O 10.95270 14.33566 16.79706 -0.20 0.12 -0.44 -0.071
O 9.18538 16.77751 15.75486 -0.44 -0.70 0.57 -0.079
H 9.43528 16.25418 17.64046 0.20 0.60 1.08 0.106
H 7.88278 15.70949 17.10330 -0.42 0.26 -0.52 0.121
H 9.19116 14.09786 15.60632 0.89 0.54 0.68 0.130
H 9.00242 13.75247 17.19535 0.11 -0.38 1.27 0.102
H 11.45772 14.52542 15.96251 -0.51 0.03 0.72 0.068
H 8.90498 16.29186 14.97583 -0.06 0.09 -0.99 0.028
C 16.65548 9.11956 15.75932 0.31 0.81 -0.30 -0.240
C 15.13761 8.90969 15.84026 0.18 3.17 0.81 -0.270
O 14.57442 7.91603 15.07477 -0.88 -1.06 1.39 -0.034
O 17.17963 10.04390 16.71041 -0.33 -0.47 -0.11 -0.075
H 17.01415 9.41749 14.77873 -0.26 0.12 -0.62 0.102
H 17.19010 8.23945 15.98982 0.25 -1.47 0.18 0.107
H 14.58751 9.90920 15.59069 1.04 -1.26 0.42 0.128
H 15.02383 8.78847 16.93556 -0.68 -0.53 -0.54 0.131
H 15.02059 7.76399 14.26690 0.73 0.04 -1.27 0.071
H 16.67289 10.84789 16.61927 -0.53 0.73 0.15 0.023
C 14.37907 18.71271 19.71400 1.43 -0.50 0.38 -0.247
C 13.09594 19.14606 19.16119 -1.07 1.90 -0.99 -0.250
O 13.16547 19.86210 17.91488 0.64 -0.24 0.14 -0.086
O 15.19766 19.83719 20.09510 -0.19 -0.24 -0.40 -0.074
H 14.92974 18.04426 18.99648 -0.42 0.39 0.74 0.132
H 14.03520 18.20465 20.61715 0.61 -0.62 0.15 0.122
H 12.62003 19.84720 19.85729 -0.07 -0.34 0.31 0.127
H 12.44182 18.30379 18.99896 -0.16 -0.35 -0.02 0.121
H 13.92537 20.45205 18.02400 -0.16 0.02 -0.17 0.082
H 16.09866 19.53757 20.31292 -0.43 -0.14 -0.35 0.048
C 9.19598 15.40941 12.07788 -1.26 -3.91 3.41 -0.151
C 10.39294 14.54566 12.65694 -1.23 1.62 0.06 -0.232
O 11.19150 14.07739 11.62042 0.45 -0.52 -0.33 -0.111
O 8.57718 16.07018 13.21613 0.11 0.81 -1.46 -0.107
H 8.44684 14.70093 11.62735 0.57 0.73 0.31 0.136
H 9.54561 16.01901 11.34554 1.04 2.21 -1.98 0.064
H 10.03549 13.72002 13.30293 0.07 0.28 -0.50 0.122
H 10.95548 15.22910 13.29888 0.07 -0.04 0.20 0.104
H 11.76087 14.80909 11.26874 -0.18 -0.28 -0.36 0.056
H 8.59942 17.05268 13.06737 0.05 -1.03 0.35 0.079
C 10.48634 10.14240 16.08575 1.36 0.12 0.04 -0.242
C 11.48528 10.41613 17.21328 -1.53 -0.47 -0.41 -0.239
O 12.19718 11.58590 16.89849 -0.42 1.50 0.19 -0.106
O 9.58062 11.23844 16.00201 -0.61 -0.82 -1.19 -0.075
H 10.01992 9.14057 16.19709 -0.01 0.63 -0.10 0.130
H 11.16173 10.17782 15.20752 -0.63 -0.40 -0.09 0.107
H 12.17093 9.56792 17.17313 0.20 0.15 0.38 0.117
H 10.91826 10.41734 18.17625 0.71 0.35 -0.35 0.131
H 11.58671 12.38559 16.75208 0.83 -1.42 0.52 0.099
H 9.16956 11.11576 15.11304 0.24 0.53 1.04 0.111
```
Forces are in eV/Å.

spin multiplicity: 1
relative energy (zero: lowest compared OMol25 entry of this formula, charge and spin): 0.000 eV
orbital gap: 10.068 eV